Entry 1:
This record from the OMol25 dataset describes 2 unconnected molecules or ions with the total composition C3H4BrNO3P2. The level of theory is ωB97M-V with the def2-TZVPD basis set.

Computed properties:
Highest occupied orbital energy (spin up / spin down)   -8.4 / -8.4 eV
Relative energy (zero: lowest compared OMol25 entry of this formula, charge and spin)   71.38 kJ/mol
Orbital gap (spin up / spin down)   7.19 / 7.18 eV

ORCA input file:
```
! RIJCOSX wB97M-V def2-TZVPD def2/J DEFGRID3
* xyz 0 1
C -0.623 -0.299 0.042
C -0.204 -1.535 0.329
C -0.721 1.794 -0.806
N 0.095 0.832 -0.472
O -1.928 -0.059 0.153
O -3.579 1.546 -0.914
O -4.268 1.103 1.674
P -2.369 1.535 -0.057
P -5.216 0.889 0.618
Br -5.010 -1.212 -0.129
H 0.779 -1.814 0.171
H -0.832 -2.308 0.743
H -0.259 2.703 -1.057
H 1.056 0.912 -0.198
*
```



Entry 2:
This record from the OMol25 dataset describes a molecular structure, C3H4CaO2. The level of theory is ωB97M-V with the def2-TZVPD basis set.

Computed properties:
Highest occupied orbital energy (spin up / spin down)   -15.1 / -15.1 eV
Relative energy (zero: lowest compared OMol25 entry of this formula, charge and spin)   100.46 kJ/mol
Orbital gap (spin up / spin down)   4.88 / 4.88 eV

ORCA input file:
```
! RIJCOSX wB97M-V def2-TZVPD def2/J DEFGRID3
* xyz 2 1
C -0.820 -1.365 0.092
C 0.294 -0.705 -0.630
H 0.163 -0.384 -1.672
H 1.171 -1.369 -0.469
C 0.558 0.434 0.377
O 0.815 1.572 -0.014
Ca 1.617 3.419 0.585
H 0.754 0.164 1.429
O -1.882 -0.622 0.052
H -2.672 -1.144 0.251
*
```



Entry 3:
This record from the OMol25 dataset describes a molecular structure, C3H4CdFO2. The level of theory is ωB97M-V with the def2-TZVPD basis set.

Computed properties:
Highest occupied orbital energy   -15.0 eV
Orbital gap   7.58 eV

ORCA input file:
```
! RIJCOSX wB97M-V def2-TZVPD def2/J DEFGRID3
* xyz 1 1
O -0.120 0.973 0.878
Cd -1.298 -1.333 2.422
C 0.106 -0.304 1.310
C 0.120 1.015 -0.537
H 1.158 1.313 -0.738
H -0.564 1.751 -0.972
F 1.506 -0.485 1.498
C -0.167 -0.420 -0.991
O -0.265 -1.151 0.243
H 0.647 -0.837 -1.597
H -1.123 -0.522 -1.516
*
```



Entry 4:
This record from the OMol25 dataset describes 2 unconnected molecules or ions with the total composition C3H4Cl2. The level of theory is ωB97M-V with the def2-TZVPD basis set.

Computed properties:
⟨S²⟩   2.007
Highest occupied orbital energy (spin up / spin down)   -8.0 / -10.0 eV
Relative energy (zero: lowest compared OMol25 entry of this formula, charge and spin)   0.00 kJ/mol
Orbital gap (spin up / spin down)   8.97 / 8.38 eV

ORCA input file:
```
! RIJCOSX wB97M-V def2-TZVPD def2/J DEFGRID3
* xyz 0 3
C 1.179 -0.065 -0.672
C 0.167 0.643 -1.214
C -1.381 -0.678 1.308
Cl -2.218 0.530 1.889
Cl -0.485 -1.577 2.511
H 1.714 0.453 0.138
H 1.546 -1.045 -0.970
H -0.492 -0.009 -1.919
H -0.029 1.749 -1.071
*
```



Entry 5:
This record from the OMol25 dataset describes 2 unconnected molecules or ions with the total composition C3H4Cl2N2O2. The level of theory is ωB97M-V with the def2-TZVPD basis set.

Computed properties:
⟨S²⟩   2.020
Highest occupied orbital energy (spin up / spin down)   -6.3 / -10.0 eV
Orbital gap (spin up / spin down)   6.08 / 6.44 eV

ORCA input file:
```
! RIJCOSX wB97M-V def2-TZVPD def2/J DEFGRID3
* xyz 0 3
C 0.785 1.134 -0.522
C -1.237 -1.158 0.371
C 1.440 0.212 -1.553
N -1.477 -0.949 1.608
N 0.265 0.456 0.541
O 0.669 2.324 -0.688
O -1.342 -1.666 -0.672
Cl -2.597 -1.926 2.458
Cl -0.116 1.481 1.870
H 0.753 -0.657 -1.675
H 2.504 0.138 -1.228
H 1.452 0.749 -2.557
H -1.098 -0.138 2.048
*
```



Entry 6:
This record from the OMol25 dataset describes C3H4Cl2O in the gas phase. The level of theory is ωB97M-V with the def2-TZVPD basis set.

Computed properties:
Highest occupied orbital energy   -10.5 eV
SMILES   ClC1(Cl)COC1
Relative energy (zero: lowest compared OMol25 entry of this formula, charge and spin)   146.68 kJ/mol
Orbital gap   11.30 eV

ORCA input file:
```
! RIJCOSX wB97M-V def2-TZVPD def2/J DEFGRID3
* xyz 0 1
Cl -1.427 -1.091 0.449
C -0.157 -0.019 0.063
Cl 1.459 -0.684 0.470
C -0.188 1.521 0.395
O 0.391 1.748 -0.955
C -0.072 0.493 -1.410
H -1.230 1.773 0.554
H 0.486 1.919 1.134
H 0.653 0.035 -2.086
H -1.078 0.496 -1.875
*
```



Entry 7:
This record from the OMol25 dataset describes 2 unconnected molecules or ions with the total composition C3H4Cl2O. The level of theory is ωB97M-V with the def2-TZVPD basis set.

Computed properties:
Highest occupied orbital energy   -11.1 eV
SMILES   C=CC(=O)Cl.Cl
Relative energy (zero: lowest compared OMol25 entry of this formula, charge and spin)   96.21 kJ/mol
Orbital gap   10.93 eV

ORCA input file:
```
! RIJCOSX wB97M-V def2-TZVPD def2/J DEFGRID3
* xyz 0 1
C -1.531 0.886 -0.342
C -1.097 -0.228 -0.885
C 0.138 -0.867 -0.370
O 0.764 -0.468 0.545
Cl 0.533 -2.313 -1.241
H -2.611 1.229 -0.494
H -0.797 1.253 0.366
H -1.846 -0.698 -1.593
Cl 2.967 0.688 2.575
H 3.480 0.517 1.440
*
```



Entry 8:
This record from the OMol25 dataset describes a molecular structure, C3H4Cl2O3. The level of theory is ωB97M-V with the def2-TZVPD basis set.

Computed properties:
Highest occupied orbital energy   -10.5 eV
Relative energy (zero: lowest compared OMol25 entry of this formula, charge and spin)   138.48 kJ/mol
Orbital gap   10.87 eV

ORCA input file:
```
! RIJCOSX wB97M-V def2-TZVPD def2/J DEFGRID3
* xyz 0 1
C 0.081 2.634 -0.840
C -0.164 -1.215 -0.113
C -0.830 -0.123 -1.040
O 0.278 3.021 -1.912
O -0.062 3.201 0.323
O -0.311 1.181 -0.573
Cl -0.631 -0.552 -2.792
Cl -2.569 -0.214 -0.879
H -0.507 -1.164 0.891
H -0.330 -2.229 -0.642
H 0.831 -0.909 0.076
H -0.029 4.105 0.230
*
```



Entry 9:
This record from the OMol25 dataset describes 2 unconnected molecules or ions with the total composition C3H4ClF. The level of theory is ωB97M-V with the def2-TZVPD basis set.

Computed properties:
Highest occupied orbital energy   -9.6 eV
SMILES   C=C=CF.Cl
Relative energy (zero: lowest compared OMol25 entry of this formula, charge and spin)   260.45 kJ/mol
Orbital gap   10.10 eV

ORCA input file:
```
! RIJCOSX wB97M-V def2-TZVPD def2/J DEFGRID3
* xyz 0 1
C 0.882 -0.025 -0.381
C -0.199 0.527 -0.033
C -1.449 0.991 -0.080
F -2.435 0.976 0.784
H 0.701 -0.847 -1.041
H 1.920 0.149 -0.114
H -1.376 1.816 -0.731
Cl 0.378 1.457 -2.678
H 0.387 0.121 -2.655
*
```



Entry 10:
This record from the OMol25 dataset describes C3H4ClF in the gas phase. The level of theory is ωB97M-V with the def2-TZVPD basis set.

Computed properties:
Highest occupied orbital energy   -9.9 eV
SMILES   C=C(F)CCl
Relative energy (zero: lowest compared OMol25 entry of this formula, charge and spin)   0.00 kJ/mol
Orbital gap   10.85 eV

ORCA input file:
```
! RIJCOSX wB97M-V def2-TZVPD def2/J DEFGRID3
* xyz 0 1
C 1.107 1.379 0.000
C 0.965 0.045 0.004
F 2.055 -0.710 -0.007
C -0.297 -0.785 0.010
Cl -1.814 0.093 -0.004
H 2.092 1.847 0.010
H 0.212 1.995 0.011
H -0.318 -1.424 0.898
H -0.301 -1.444 -0.866
*
```



Entry 11:
This record from the OMol25 dataset describes C3H4ClF in the gas phase. The level of theory is ωB97M-V with the def2-TZVPD basis set.

Computed properties:
Highest occupied orbital energy   -10.2 eV
SMILES   FC1(Cl)CC1
Relative energy (zero: lowest compared OMol25 entry of this formula, charge and spin)   58.98 kJ/mol
Orbital gap   11.27 eV

ORCA input file:
```
! RIJCOSX wB97M-V def2-TZVPD def2/J DEFGRID3
* xyz 0 1
F 0.454 1.796 -0.040
C 0.552 0.516 0.033
Cl 2.315 0.064 -0.007
C -0.406 -0.326 -0.772
C -0.409 -0.261 0.739
H 0.024 -1.241 -1.183
H -1.201 0.239 -1.240
H -0.106 -1.175 1.317
H -1.223 0.387 1.153
*
```



Entry 12:
This record from the OMol25 dataset describes C3H4ClF in the gas phase. The level of theory is ωB97M-V with the def2-TZVPD basis set.

Computed properties:
⟨S²⟩   2.009
Highest occupied orbital energy (spin up / spin down)   -8.0 / -11.3 eV
Relative energy (zero: lowest compared OMol25 entry of this formula, charge and spin)   6.22 kJ/mol
Orbital gap (spin up / spin down)   9.13 / 10.56 eV

ORCA input file:
```
! RIJCOSX wB97M-V def2-TZVPD def2/J DEFGRID3
* xyz 0 3
C 0.013 -0.303 0.086
C 1.109 0.766 0.534
C -1.126 0.396 -0.641
F 2.226 0.843 -0.268
Cl -2.739 0.394 0.167
H 0.598 -1.049 -0.554
H -0.299 -0.706 0.971
H 0.720 1.797 0.987
H -1.172 1.297 -1.344
*
```



For the records above, the corresponding electronic energy values read -3653.909870; -944.055440; -534.422212; -1036.890894; -1296.866095; -1112.282795; -1112.302017; -1262.770660; -676.642285; -676.741485; -676.719020; -676.603723 Ha.